No. 1
{"formula": "C7H16OSi", "method": "the ωB97M-V functional and the def2-TZVPD basis", "charge": 0, "e_homo_ha": [-0.2795, -0.2550], "lumo_energy_ev": [0.050, 0.201], "molar_mass_g_mol": 144.3, "fmax_ev_per_a": 4.006, "gap_ha": [0.28136, 0.26241], "de_lowest_kcal_mol": 124.8, "symbols": ["C", "C", "C", "C", "C", "C", "C", "O", "Si", "H", "H", "H", "H", "H", "H", "H", "H", "H", "H", "H", "H", "H", "H", "H", "H"], "positions_angstrom": [[3.0450, 0.6749, 0.4417], [2.5596, -0.5328, 0.3687], [-1.9067, 1.6884, -1.7674], [-0.1248, 2.1905, -0.1638], [0.2807, -3.9492, 0.6844], [-1.3263, -0.0092, 0.1032], [-0.8869, 1.0383, -0.8958], [1.2732, -2.9932, 0.7714], [1.1980, -1.4584, 1.1717], [3.6919, 1.1543, -0.2946], [2.7296, 1.2520, 1.2803], [2.7914, -1.1187, -0.4902], [-2.7901, 2.0345, -1.2702], [-2.3462, 0.9405, -2.5409], [-1.4393, 2.5285, -2.4182], [0.6350, 1.8146, 0.5792], [-0.6570, 2.9745, 0.3554], [0.2496, 2.7160, -0.9976], [-0.6821, -3.6783, 1.0283], [0.5907, -4.9558, 1.0838], [0.0358, -3.9652, -0.4169], [-1.9493, 0.2669, 0.8602], [-1.6606, -0.9755, -0.2807], [-0.1790, 0.5736, -1.5252], [0.9700, -1.2960, 2.6914]]}


No. 2
{"formula": "C7H17AlF4N2O", "method": "the ωB97M-V functional and the def2-TZVPD basis", "charge": 0, "e_homo_ha": -0.3730, "lumo_energy_ev": -0.979, "molar_mass_g_mol": 248.2, "fmax_ev_per_a": 1.241, "gap_ha": 0.33707, "de_lowest_kcal_mol": 0.0, "symbols": ["C", "C", "O", "C", "C", "C", "N", "C", "C", "N", "H", "H", "H", "H", "H", "H", "H", "H", "H", "H", "H", "H", "H", "H", "H", "H", "H", "F", "Al", "F", "F", "F"], "positions_angstrom": [[2.4747, -0.1398, -0.5126], [1.8551, 1.0825, 0.1507], [1.1231, 0.7066, 1.3088], [1.0338, 2.0213, -0.7570], [-0.4315, 1.6505, -0.9301], [-0.7379, 0.2470, -1.4248], [-0.8956, -0.6728, -0.3203], [-2.0133, -0.3610, 0.5783], [-2.3701, 1.1178, 0.6103], [-1.1727, 1.9723, 0.3421], [3.3098, 0.1325, -1.1555], [2.8948, -0.7472, 0.2884], [1.7616, -0.7765, -1.0274], [2.6948, 1.6830, 0.5027], [0.5918, -0.0814, 1.0868], [1.4958, 2.1127, -1.7385], [1.0687, 3.0229, -0.3151], [-0.8495, 2.3104, -1.6912], [-1.6656, 0.3018, -2.0190], [0.0326, -0.0692, -2.1200], [-1.0512, -1.6031, -0.6933], [-1.7789, -0.7293, 1.5744], [-2.9042, -0.8944, 0.2349], [-2.6803, 1.3524, 1.6273], [-3.1968, 1.4082, -0.0296], [-0.5339, 1.9768, 1.1485], [-1.5162, 2.9238, 0.2338], [0.8571, -2.4323, 1.6352], [0.7064, -4.0221, 1.0192], [-0.3264, -4.9054, 2.0127], [2.2212, -4.7407, 0.9070], [0.0029, -3.8472, -0.5267]]}


No. 3
{"formula": "C7H17AlOP", "method": "the ωB97M-V functional and the def2-TZVPD basis", "charge": -1, "e_homo_ha": -0.1138, "lumo_energy_ev": 3.647, "molar_mass_g_mol": 175.2, "fmax_ev_per_a": 1.704, "gap_ha": 0.24777, "symbols": ["C", "C", "Al", "O", "C", "C", "P", "C", "C", "C", "H", "H", "H", "H", "H", "H", "H", "H", "H", "H", "H", "H", "H", "H", "H", "H", "H"], "positions_angstrom": [[0.4236, 1.5472, 2.8236], [0.8596, 0.8941, 1.7254], [0.2563, 1.3740, -0.1505], [-0.6241, 2.9098, -0.1291], [1.8327, 1.4871, -1.3795], [2.9570, 0.4976, -1.0104], [-1.1592, -0.3987, -1.0060], [-2.9088, -0.0420, -0.4296], [-0.6193, -1.8782, -0.0129], [-1.0853, -3.2359, -0.5594], [-0.6383, 1.7037, 3.0200], [1.0922, 1.9634, 3.5854], [1.6356, 0.1341, 1.8891], [-1.5237, 2.8382, 0.1893], [1.4558, 1.2090, -2.3695], [2.1990, 2.5180, -1.4080], [2.6479, -0.5214, -1.2592], [3.1712, 0.5103, 0.0615], [3.8958, 0.7166, -1.5331], [-3.4885, 0.2687, -1.2999], [-3.3932, -0.9224, -0.0022], [-2.9400, 0.7761, 0.2953], [-0.8979, -1.7531, 1.0380], [0.4740, -1.8391, -0.0407], [-1.2578, -3.1949, -1.6348], [-2.0139, -3.5476, -0.0720], [-0.3505, -4.0145, -0.3309]]}